(1)
{"formula": "C7H17BNO9PS", "method": "ωB97M-V with the def2-TZVPD basis set", "symbols": ["C", "C", "O", "B", "O", "N", "C", "O", "O", "C", "O", "C", "O", "C", "C", "O", "P", "O", "O", "S", "H", "H", "H", "H", "H", "H", "H", "H", "H", "H", "H", "H", "H", "H", "H", "H", "H"], "coordinates": [[2.0496, 3.5754, -0.7376], [0.6468, 3.4015, -1.3131], [0.0114, 2.2854, -0.6239], [-1.3138, 2.1715, -0.9707], [-2.2130, 3.1906, -0.7771], [-1.8396, 0.9086, -1.5347], [-0.7756, 0.1754, -2.1493], [-0.3208, 0.6167, -3.1154], [-0.3816, -0.9794, -1.6061], [1.0331, -1.1321, -1.6049], [1.2828, -2.5150, -1.4828], [1.6427, -2.8673, -0.1912], [0.5872, -2.6595, 0.7181], [1.0421, -3.0537, 1.9945], [0.1863, -2.4281, 3.0810], [0.0140, -1.0590, 2.7596], [-2.7346, -0.0041, -0.3760], [-3.9434, 0.9858, 0.0096], [-1.9054, -0.1201, 1.0011], [-3.4653, -1.6589, -1.0158], [2.5679, 2.6142, -0.7436], [2.5935, 4.2582, -1.3936], [1.9702, 3.9385, 0.2868], [0.6625, 3.1512, -2.3777], [0.0740, 4.3161, -1.1434], [-2.0539, 3.5240, 0.1181], [1.5061, -0.8120, -2.5326], [1.5270, -0.6295, -0.7636], [1.8579, -3.9455, -0.2123], [2.5668, -2.3449, 0.1086], [1.0872, -4.1451, 2.1079], [2.0621, -2.6789, 2.1774], [-0.7776, -2.9368, 3.1923], [0.7528, -2.5037, 4.0185], [-0.5220, -0.6373, 3.4397], [-4.4062, 0.6123, 0.7735], [-1.0714, -0.6147, 0.8788]], "forces_ev_per_a": [[-0.5, -0.3, -0.5], [0.6, -0.2, 0.7], [-0.2, 0.2, -0.7], [-0.5, 0.3, -0.1], [0.1, -0.5, 0.6], [0.2, -1.2, 2.1], [-2.1, -0.4, 1.5], [2.2, 1.7, -3.5], [0.2, 0.3, 1.2], [1.0, -1.4, -0.2], [-0.1, 0.6, 0.2], [0.0, -1.1, -0.3], [0.5, 0.1, 0.1], [0.2, 0.5, 0.7], [0.0, -0.1, 0.1], [0.1, 0.2, 0.0], [-1.5, -0.9, -0.5], [1.1, 0.4, 0.3], [0.1, 0.7, -0.8], [0.4, -0.1, -0.1], [0.0, 0.1, 0.0], [0.1, 0.1, 0.3], [0.2, 0.1, -0.1], [0.1, 0.1, 0.1], [-0.1, -0.1, -0.2], [-0.1, 0.5, -0.3], [-0.5, 0.1, -0.1], [-0.6, 0.3, 0.0], [0.1, 0.1, -0.2], [-0.3, 0.2, 0.2], [-0.2, 0.1, -0.1], [0.0, 0.0, -0.3], [0.0, 0.0, -0.1], [-0.2, -0.3, 0.0], [0.0, -0.1, -0.1], [-0.1, 0.0, -0.2], [-0.1, -0.1, 0.4]], "charge": 0, "energy_ev": -48257.0224}

(2)
{"formula": "C18H39BrFNO5S", "method": "ωB97M-V with the def2-TZVPD basis set", "symbols": ["C", "C", "C", "Br", "C", "F", "C", "C", "N", "C", "C", "C", "C", "O", "S", "O", "O", "H", "H", "H", "H", "H", "H", "H", "H", "H", "H", "H", "H", "H", "H", "H", "H", "H", "H", "H", "C", "C", "O", "C", "C", "H", "H", "H", "H", "H", "H", "H", "H", "H", "H", "C", "C", "O", "C", "C", "H", "H", "H", "H", "H", "H", "H", "H", "H", "H"], "coordinates": [[1.7375, 1.7604, 1.9070], [2.6144, 1.6789, 0.6587], [2.2044, 0.6243, -0.3661], [3.5093, 0.6526, -1.8234], [1.9048, -0.8183, 0.0879], [0.7638, -0.6776, 0.8727], [1.5540, -1.7761, -1.0851], [0.3474, -2.6961, -0.7804], [0.6195, -3.7972, 0.1262], [0.0784, -3.6915, 1.4877], [2.7061, -2.6246, -1.6678], [3.9245, -2.8409, -0.7749], [4.6836, -4.1306, -1.0632], [3.4951, -2.8879, 0.6205], [3.1922, -1.4856, 1.2471], [4.3584, -0.6641, 1.1311], [2.5905, -1.7248, 2.5136], [0.7216, 2.0792, 1.6638], [1.6760, 0.8139, 2.4421], [2.1672, 2.4938, 2.5900], [2.5603, 2.6307, 0.1245], [3.6547, 1.5330, 0.9389], [1.2729, 0.9369, -0.8435], [1.2011, -1.0999, -1.8704], [0.0751, -3.1128, -1.7544], [-0.5045, -2.0934, -0.4514], [0.2806, -4.6497, -0.2892], [0.8750, -3.6366, 2.2297], [-0.5470, -2.8035, 1.6015], [-0.5422, -4.5603, 1.7128], [3.0720, -2.1719, -2.5904], [2.2892, -3.5987, -1.9267], [4.5969, -1.9865, -0.8620], [5.6877, -3.9239, -1.4310], [4.7789, -4.7088, -0.1454], [4.1642, -4.7413, -1.8012], [-5.3578, -1.1548, 2.7843], [-3.8651, -1.4293, 2.8384], [-3.3035, -1.8272, 1.5988], [-3.4185, -0.8950, 0.5384], [-2.7505, 0.4408, 0.8147], [-5.8960, -2.0264, 2.4097], [-5.7235, -0.9271, 3.7865], [-5.5970, -0.3029, 2.1466], [-3.6653, -2.2655, 3.5087], [-3.3331, -0.5608, 3.2428], [-4.4692, -0.7468, 0.2633], [-2.9330, -1.3772, -0.3115], [-3.2138, 0.9672, 1.6504], [-2.8360, 1.0814, -0.0652], [-1.6918, 0.3015, 1.0429], [-2.8333, 4.1799, -0.8937], [-1.3454, 3.8941, -0.7955], [-0.7635, 3.4378, -2.0048], [-0.8355, 4.3300, -3.1051], [-0.1523, 5.6652, -2.8679], [-3.3688, 3.2939, -1.2386], [-3.2209, 4.4581, 0.0873], [-3.0546, 4.9988, -1.5790], [-1.1741, 3.0849, -0.0835], [-0.8115, 4.7723, -0.4148], [-1.8770, 4.4841, -3.4094], [-0.3392, 3.7998, -3.9181], [-0.6378, 6.2428, -2.0806], [-0.1888, 6.2607, -3.7812], [0.8930, 5.5187, -2.5930]], "forces_ev_per_a": [[0.0, 0.0, 0.0], [0.0, 0.1, 0.0], [-0.1, 0.0, -0.1], [0.0, 0.0, 0.0], [0.0, 0.1, 0.1], [0.0, -0.1, -0.1], [0.0, 0.0, 0.1], [0.0, 0.0, 0.0], [-0.2, -0.1, -0.1], [0.1, 0.1, 0.0], [0.0, 0.0, 0.0], [0.0, 0.1, -0.1], [0.0, 0.0, 0.0], [-0.1, -0.1, 0.0], [0.0, 0.1, -0.1], [0.0, 0.0, 0.1], [0.0, 0.0, 0.0], [0.0, -0.1, 0.0], [0.0, 0.0, 0.0], [0.0, 0.0, 0.0], [0.0, 0.0, 0.0], [0.0, -0.1, 0.0], [0.0, 0.0, 0.0], [0.0, 0.0, 0.0], [0.0, 0.0, 0.0], [0.0, 0.0, 0.0], [0.1, 0.0, 0.0], [0.0, 0.0, 0.0], [0.0, 0.0, 0.0], [0.0, 0.0, 0.0], [0.0, 0.0, 0.0], [0.0, 0.0, 0.1], [0.0, 0.0, 0.0], [0.0, 0.0, 0.0], [0.0, 0.0, 0.0], [0.0, 0.0, 0.0], [0.0, 0.0, 0.0], [0.0, 0.0, 0.0], [0.0, 0.0, 0.0], [0.0, 0.0, 0.0], [0.0, 0.0, 0.0], [0.0, 0.0, 0.0], [0.0, 0.0, 0.0], [0.0, 0.0, 0.0], [0.0, 0.0, 0.0], [0.0, 0.0, 0.0], [0.0, 0.0, 0.0], [0.0, 0.0, 0.0], [0.0, 0.0, 0.0], [0.0, 0.0, 0.0], [0.0, 0.0, 0.0], [0.0, 0.0, 0.0], [0.0, 0.0, 0.0], [0.0, -0.1, 0.0], [0.0, 0.0, 0.0], [0.0, 0.0, 0.0], [0.0, 0.0, 0.0], [0.0, 0.0, 0.0], [0.0, 0.0, 0.0], [0.0, 0.0, 0.0], [0.0, 0.0, 0.0], [0.0, 0.0, 0.0], [0.0, 0.0, 0.0], [0.0, 0.0, 0.0], [0.0, 0.0, 0.0], [0.0, 0.0, 0.0]], "de_lowest_ev": 0.000, "charge": 0, "energy_ev": -114619.8779}

Summary of gap between HOMO and LUMO in eV
8.84 9.29
(order as listed above)